(1)
One molecule with the formula CH3N2PS in a non-equilibrium geometry. Source: the Open Molecules 2025 dataset; level of theory: ωB97M-V with the def2-TZVPD basis set.

Last column: Mulliken charge in e.
CARTESIAN COORDINATES (ANGSTROEM)
C1 0.29 1.21 -0.14  -0.30
N1 -0.30 0.17 -0.38  0.19
N2 -0.70 -0.96 -0.32  -0.24
P1 -1.49 -2.10 0.53  0.16
S1 -3.36 -2.47 0.84  -0.35
H1 0.61 1.29 0.98  0.20
H2 0.48 2.01 -0.81  0.27
H3 -1.01 -3.31 -0.31  0.09

ΔE to the lowest compared entry with this formula, charge and spin   3.8320 eV
Charge   0
Kohn-Sham gap (spin up / spin down)   7.15 / 7.15 eV
SMILES   C=NN=[PH]=S
HOMO level (spin up / spin down)   -0.294 / -0.294 Ha
2S+1   1



(2)
A 2-piece molecular cluster, C3H9NO2 overall. Source: the Open Molecules 2025 dataset; level of theory: ωB97M-V with the def2-TZVPD basis set.

Last column: Mulliken charge in e.
CARTESIAN COORDINATES (ANGSTROEM)
C1 0.08 -1.37 -1.04  -0.88
C2 -0.82 -1.16 0.14  0.71
N1 -1.56 -2.23 0.53  -0.41
O1 -0.90 -0.10 0.73  -0.70
H1 -0.09 -2.35 -1.50  0.32
H2 1.13 -1.36 -0.73  0.24
H3 -0.07 -0.58 -1.76  0.27
H4 -2.14 -2.13 1.35  0.23
H5 -1.50 -3.13 0.08  0.18
C3 1.29 2.60 0.44  -0.59
O2 0.02 2.39 -0.16  -0.54
H6 2.09 2.45 -0.28  0.24
H7 1.47 1.89 1.25  0.26
H8 1.32 3.59 0.87  0.24
H9 -0.30 1.50 0.08  0.43

ΔE to the lowest compared entry with this formula, charge and spin   0.6460 eV
Charge   0
Kohn-Sham gap   10.12 eV
SMILES   CC(N)=O.CO
HOMO level   -0.348 Ha
2S+1   1



(3)
C46H50BrCl5CsI2N9O2Si as an isolated structure in a non-equilibrium geometry. Source: the Open Molecules 2025 dataset; level of theory: ωB97M-V with the def2-TZVPD basis set.

Last column: Mulliken charge in e.
CARTESIAN COORDINATES (ANGSTROEM)
Cs1 16.26 13.00 10.94  0.83
Cl1 12.86 11.59 11.89  0.20
C1 12.65 12.59 10.50  0.12
C2 13.64 12.67 9.53  -1.32
C3 13.65 13.42 8.39  0.14
Cl2 15.02 13.49 7.37  -0.15
C4 12.43 14.13 8.20  0.53
Cl3 12.10 14.90 6.76  -0.25
C5 11.47 14.27 9.22  0.05
Cl4 10.33 15.59 9.11  -0.23
C6 11.54 13.48 10.36  0.18
Cl5 10.26 13.51 11.47  -0.24
C7 17.48 14.15 15.80  -0.62
O1 16.51 13.10 15.87  -0.26
C8 15.70 12.87 16.93  0.69
C9 15.78 13.50 18.15  -0.32
C10 14.84 13.15 19.15  -0.25
Br1 14.91 14.01 20.83  -0.23
C11 13.77 12.33 18.88  -0.67
C12 13.65 11.74 17.57  0.20
C13 14.65 11.95 16.63  -0.16
O2 14.69 11.36 15.40  -0.40
C14 12.51 10.87 17.40  0.19
N1 11.53 10.92 18.28  -0.61
C15 10.54 10.12 17.81  0.23
C16 9.17 9.97 18.13  -0.73
C17 8.39 9.05 17.43  -0.49
C18 8.89 8.35 16.27  -0.36
C19 10.19 8.59 15.85  -0.60
C20 10.99 9.43 16.64  0.68
N2 12.25 9.98 16.39  0.06
H1 17.03 15.15 15.91  0.39
H2 17.83 14.05 14.76  0.03
H3 18.28 13.96 16.53  0.34
H4 16.50 14.33 18.39  0.50
H5 12.99 12.20 19.61  0.55
H6 15.47 11.69 14.92  0.35
H7 8.75 10.45 18.99  0.39
H8 7.32 8.93 17.68  0.31
H9 8.24 7.67 15.68  0.35
H10 10.54 8.07 14.94  0.30
H11 12.79 9.89 15.51  0.16
N3 20.01 11.60 12.58  0.03
C21 20.68 11.43 13.72  0.26
C22 21.38 12.47 14.44  -0.81
C23 21.76 12.21 15.75  -0.47
C24 21.56 10.96 16.38  -1.21
C25 21.07 9.88 15.64  1.40
C26 20.93 8.66 16.24  -0.56
C27 20.41 7.64 15.49  -0.48
C28 20.02 7.88 14.18  -0.46
N4 20.19 9.07 13.58  -0.54
C29 20.61 10.12 14.31  0.44
H12 19.91 12.52 12.13  -0.13
H13 19.64 10.84 12.08  0.09
H14 21.55 13.46 14.01  0.41
H15 22.20 13.03 16.33  0.38
H16 21.78 10.80 17.40  0.39
H17 21.37 8.54 17.23  0.34
H18 20.24 6.63 15.87  0.35
H19 19.65 7.12 13.49  0.47
I1 19.22 15.07 11.59  -0.78
I2 20.00 17.88 16.22  -0.99
N5 18.18 10.41 10.05  -0.56
C30 19.04 10.16 9.25  0.65
N6 20.08 10.04 8.47  -0.76
C31 20.12 8.88 7.84  0.63
N7 20.22 7.83 7.30  -0.70
C32 14.50 5.62 10.95  -1.56
C33 14.20 7.12 11.16  2.63
C34 12.95 7.25 12.11  -1.95
C35 15.24 7.85 12.02  -2.34
Si1 14.03 8.00 9.44  -1.05
C36 12.23 8.08 8.71  2.04
C37 11.27 8.87 9.63  -1.50
C38 12.24 8.85 7.32  -1.35
C39 11.74 6.61 8.55  -1.53
C40 15.49 7.71 8.23  2.26
C41 15.25 6.41 7.45  -1.71
C42 16.85 7.59 8.98  -1.41
C43 15.64 8.92 7.18  -1.67
H20 14.43 5.15 11.93  0.51
H21 15.56 5.47 10.54  0.26
H22 13.81 5.12 10.28  0.31
H23 13.19 6.66 13.02  0.63
H24 12.00 6.83 11.66  0.30
H25 12.74 8.28 12.42  0.25
H26 15.28 7.39 13.00  0.50
H27 15.04 8.92 12.10  0.44
H28 16.24 7.78 11.65  0.52
H29 11.70 9.80 10.07  0.05
H30 10.91 8.19 10.40  0.39
H31 10.36 9.12 9.10  0.52
H32 12.45 9.94 7.51  0.27
H33 11.33 8.65 6.72  0.50
H34 12.99 8.54 6.54  0.28
H35 11.81 6.03 9.50  0.32
H36 12.33 6.04 7.80  0.29
H37 10.66 6.57 8.26  0.44
H38 15.33 5.51 8.14  0.24
H39 16.07 6.32 6.72  0.55
H40 14.25 6.37 6.92  0.30
H41 16.91 6.69 9.63  -0.01
H42 17.04 8.51 9.57  -0.03
H43 17.66 7.45 8.26  0.73
H44 15.06 8.75 6.27  0.46
H45 16.73 8.97 6.91  0.41
H46 15.35 9.88 7.64  0.37
N8 14.61 18.05 12.44  -0.02
C44 13.61 17.27 12.98  -0.60
C45 13.77 16.01 12.53  -0.19
N9 14.83 15.99 11.66  0.01
C46 15.25 17.22 11.59  -0.46
H47 14.76 19.06 12.51  0.20
H48 12.83 17.75 13.57  0.36
H49 13.14 15.13 12.67  0.32
H50 16.11 17.57 11.02  0.40

ΔE to the lowest compared entry with this formula, charge and spin   0.0000 eV
Charge   -2
Kohn-Sham gap   2.02 eV
HOMO level   -0.065 Ha
2S+1   1



(4)
One molecule with the formula C4H9NO2. Source: the Open Molecules 2025 dataset; level of theory: ωB97M-V with the def2-TZVPD basis set.

Last column: Mulliken charge in e.
CARTESIAN COORDINATES (ANGSTROEM)
H1 1.08 -1.89 -2.91  0.26
N1 0.08 -2.02 -2.78  -0.77
C1 -0.30 -1.47 -1.70  0.72
O1 -1.59 -1.52 -1.32  -0.49
O2 0.49 -0.79 -0.86  -0.30
C2 -0.01 -0.26 0.37  -0.49
C3 0.63 1.10 0.60  -0.17
C4 0.20 1.70 1.94  -1.17
H2 -2.04 -2.01 -2.03  0.34
H3 0.26 -0.96 1.18  0.24
H4 -1.10 -0.18 0.34  0.32
H5 0.34 1.76 -0.23  0.27
H6 1.72 0.99 0.55  0.26
H7 0.51 1.06 2.77  0.31
H8 0.65 2.68 2.08  0.34
H9 -0.89 1.82 1.99  0.32

ΔE to the lowest compared entry with this formula, charge and spin   1.0689 eV
Charge   0
Kohn-Sham gap   10.59 eV
SMILES   [H]/N=C(/O)OCCC
HOMO level   -0.358 Ha
2S+1   1



(5)
A 2-piece molecular cluster, C4H13N2O2 overall. Source: the Open Molecules 2025 dataset; level of theory: ωB97M-V with the def2-TZVPD basis set.

Last column: Mulliken charge in e.
CARTESIAN COORDINATES (ANGSTROEM)
C1 0.92 -1.09 -1.42  -0.48
O1 0.23 -1.50 -0.29  -0.63
C2 1.64 0.23 -1.25  -0.34
N1 2.31 0.58 -2.51  -0.66
H1 1.68 -1.86 -1.67  0.28
H2 0.25 -0.99 -2.28  0.25
H3 0.93 1.01 -0.99  0.30
H4 2.32 0.18 -0.40  0.23
H5 2.81 1.46 -2.41  0.22
H6 3.00 -0.14 -2.73  0.22
C3 -2.50 0.47 0.45  -0.68
N2 -1.97 0.92 1.72  -0.38
C4 -0.82 0.13 2.17  -0.57
O2 0.27 0.30 1.38  -0.74
H7 -1.89 0.86 -0.36  0.11
H8 -3.52 0.84 0.33  0.37
H9 -2.48 -0.62 0.35  0.26
H10 -2.69 0.92 2.43  0.23
H11 -0.64 0.43 3.22  0.27
H12 -1.12 -0.95 2.20  0.29
H13 0.25 -0.69 0.47  0.46

ΔE to the lowest compared entry with this formula, charge and spin   0.8840 eV
Charge   -1
Kohn-Sham gap   7.72 eV
HOMO level   -0.133 Ha
2S+1   1



(6)
C15H55BrCuN23O12 as an isolated structure in a non-equilibrium geometry. Source: the Open Molecules 2025 dataset; level of theory: ωB97M-V with the def2-TZVPD basis set.

Last column: Mulliken charge in e.
CARTESIAN COORDINATES (ANGSTROEM)
Cu1 -0.73 0.78 -0.28  0.76
Br1 -0.35 3.43 -0.23  -0.88
C1 3.49 4.90 -0.83  0.62
O1 4.65 5.06 -1.10  -0.69
N1 2.47 5.22 -1.62  -0.30
N2 3.15 4.36 0.31  -0.25
H1 2.74 5.64 -2.50  0.20
H2 1.57 5.14 -1.18  0.10
H3 3.85 4.35 1.03  0.17
H4 2.17 4.50 0.54  0.00
C2 -1.13 -0.14 -4.97  0.45
O2 -0.82 1.01 -5.08  -0.68
N3 -0.51 -1.03 -4.28  -0.16
N4 -2.34 -0.56 -5.42  -0.41
H5 0.27 -0.57 -3.82  -0.23
H6 -0.89 -1.93 -4.01  0.27
H7 -2.79 0.05 -6.09  0.25
H8 -2.58 -1.52 -5.58  0.18
C3 -1.57 -4.43 -2.86  0.54
O3 -1.28 -3.28 -2.68  -0.65
N5 -0.74 -5.43 -3.00  -0.40
N6 -2.81 -4.94 -2.76  -0.44
H9 -1.08 -6.35 -3.23  0.16
H10 0.23 -5.15 -3.11  0.17
H11 -2.92 -5.89 -3.09  0.14
H12 -3.58 -4.33 -2.53  0.24
C4 2.10 -1.94 5.32  0.53
O4 2.01 -2.91 6.10  -0.74
N7 3.11 -1.03 5.44  -0.37
N8 1.26 -1.61 4.45  0.08
H13 2.85 -0.16 4.99  0.19
H14 3.79 -1.12 6.18  0.21
H15 0.40 -2.14 4.48  0.14
H16 1.38 -0.98 3.67  -0.16
C5 -2.33 0.61 2.77  0.46
O5 -2.05 0.64 1.55  -0.13
N9 -3.46 0.25 3.22  -0.38
N10 -1.48 0.85 3.72  -0.36
H17 -3.60 0.46 4.20  0.17
H18 -4.25 0.27 2.60  0.33
H19 -0.65 1.32 3.39  -0.16
H20 -1.79 0.83 4.68  0.20
C6 2.48 -3.27 -2.66  0.65
O6 1.88 -2.59 -1.87  -0.40
N11 2.21 -3.55 -3.89  -0.35
N12 3.75 -3.70 -2.46  -0.52
H21 2.85 -4.13 -4.41  0.17
H22 1.44 -3.01 -4.26  0.23
H23 4.05 -3.50 -1.52  0.26
H24 4.18 -4.38 -3.07  0.17
C7 2.18 0.36 1.28  -0.20
O7 0.97 0.43 1.11  0.88
N13 2.98 -0.66 1.52  -0.16
N14 2.96 1.39 1.22  -0.19
H25 3.98 -0.52 1.51  0.15
H26 2.64 -1.60 1.60  -0.04
H27 3.94 1.28 1.43  0.12
H28 2.44 2.19 0.90  -0.08
C8 1.61 0.87 -2.45  0.58
O8 0.53 0.68 -1.89  0.03
N15 2.33 1.89 -2.51  -0.34
N16 2.22 -0.07 -3.06  -0.34
H29 3.21 1.87 -2.99  0.14
H30 1.90 2.71 -2.08  0.06
H31 3.06 0.20 -3.57  0.20
H32 2.05 -1.05 -2.90  0.08
C9 -4.32 4.32 1.45  0.69
O9 -4.43 3.14 1.19  -0.71
N17 -5.34 5.07 1.74  -0.41
N18 -3.26 5.05 1.59  -0.30
H33 -4.97 5.94 2.08  0.13
H34 -6.26 4.67 1.86  0.25
H35 -2.37 4.58 1.54  0.10
H36 -3.22 5.99 1.95  0.19
C10 1.50 2.93 3.99  0.72
O10 1.31 1.79 4.23  -0.62
N19 2.66 3.45 4.24  -0.40
N20 0.72 3.68 3.32  -0.22
H37 3.42 2.88 4.59  0.20
H38 2.77 4.45 4.26  0.18
H39 0.89 4.65 3.09  0.20
H40 0.09 3.22 2.68  -0.14
C11 -3.49 1.15 -1.92  0.52
O11 -2.36 0.85 -1.69  -0.38
N21 -4.25 0.54 -2.75  -0.33
N22 -4.21 2.12 -1.35  -0.29
H41 -4.96 1.25 -2.86  0.13
H42 -4.06 -0.16 -3.46  0.24
H43 -3.86 2.50 -0.48  -0.07
H44 -5.11 2.48 -1.62  0.20
C12 -2.43 -2.14 0.25  -1.40
C13 -0.89 -2.06 0.55  0.68
C14 -0.23 -3.46 0.80  -0.87
O12 1.11 -3.27 1.24  0.17
C15 1.95 -4.42 1.35  -0.89
N23 -0.41 -1.46 -0.70  1.67
H45 -3.07 -2.40 1.09  0.45
H46 -2.62 -2.96 -0.44  0.28
H47 -2.87 -1.21 -0.12  0.08
H48 -0.55 -1.38 1.33  0.03
H49 -0.11 -3.99 -0.14  0.00
H50 -0.79 -3.97 1.59  0.55
H51 2.38 -4.65 0.38  0.14
H52 1.54 -5.36 1.71  0.37
H53 2.68 -4.03 2.06  0.23
H54 0.56 -1.69 -0.56  -0.31
H55 -0.74 -2.11 -1.40  -0.30

<S²>   0.75
Charge   +1
Kohn-Sham gap (spin up / spin down)   8.81 / 7.57 eV
HOMO level (spin up / spin down)   -0.394 / -0.394 Ha
2S+1   2